Record 1
{"formula": "C21H36CrP2S", "method": "the ωB97M-V functional and the def2-TZVPD basis", "elements": ["P", "P", "C", "C", "H", "H", "H", "H", "C", "H", "H", "H", "C", "H", "H", "H", "C", "H", "H", "H", "C", "H", "H", "H", "Cr", "C", "C", "C", "C", "C", "C", "C", "C", "C", "H", "H", "H", "H", "H", "H", "H", "H", "H", "H", "H", "H", "H", "H", "H", "S", "C", "C", "C", "C", "C", "C", "H", "H", "H", "H", "H"], "positions_angstrom": [[6.170, -0.036, -2.787], [5.512, -3.128, -2.330], [7.561, -1.268, -2.945], [7.062, -2.682, -3.269], [8.095, -1.277, -1.987], [8.269, -0.920, -3.709], [6.824, -2.753, -4.338], [7.840, -3.429, -3.059], [6.273, -4.060, -0.916], [5.483, -4.564, -0.350], [6.775, -3.363, -0.238], [6.998, -4.809, -1.259], [4.971, -4.573, -3.362], [5.781, -5.295, -3.519], [4.620, -4.214, -4.336], [4.134, -5.080, -2.870], [7.093, 1.311, -1.904], [6.469, 2.209, -1.853], [8.036, 1.563, -2.405], [7.309, 0.993, -0.879], [6.201, 0.677, -4.501], [5.800, -0.050, -5.214], [7.215, 0.959, -4.811], [5.560, 1.563, -4.535], [0.000, 0.000, 0.000], [0.774, -1.803, -1.054], [1.391, -1.763, 0.192], [2.816, -1.296, 0.443], [2.911, 0.202, 0.822], [1.940, 1.091, 0.076], [1.588, 0.981, -1.265], [2.186, -0.017, -2.243], [1.366, -1.325, -2.361], [-1.067, 1.745, 0.365], [-0.102, -2.441, -1.155], [0.936, -2.349, 0.987], [3.433, -1.507, -0.434], [3.237, -1.887, 1.264], [2.695, 0.310, 1.890], [3.942, 0.558, 0.676], [1.694, 2.024, 0.580], [1.063, 1.824, -1.708], [3.218, -0.240, -1.958], [2.236, 0.450, -3.232], [0.533, -1.157, -3.053], [1.988, -2.115, -2.809], [-2.103, 1.656, 0.022], [-0.604, 2.613, -0.121], [-1.087, 1.923, 1.448], [-1.913, -1.281, 0.681], [-3.077, -0.167, 1.470], [-4.207, 0.258, 0.756], [-5.137, 1.111, 1.356], [-4.946, 1.536, 2.673], [-3.825, 1.106, 3.392], [-2.890, 0.253, 2.793], [-4.362, -0.071, -0.264], [-6.006, 1.439, 0.799], [-5.669, 2.194, 3.137], [-3.682, 1.433, 4.414], [-2.027, -0.079, 3.354]], "mulliken_spin": [0.00, 0.00, 0.00, 0.00, 0.00, 0.00, 0.00, 0.00, 0.00, 0.00, 0.00, 0.00, 0.00, 0.00, 0.00, 0.00, 0.00, 0.00, 0.00, 0.00, 0.00, 0.00, 0.00, 0.00, 3.99, -0.03, 0.02, 0.10, -0.04, 0.01, 0.05, 0.07, 0.00, -0.18, -0.01, -0.01, 0.00, 0.01, 0.00, 0.01, 0.00, 0.00, 0.00, 0.01, 0.00, 0.01, 0.02, 0.00, 0.01, -0.05, 0.01, 0.00, 0.01, -0.01, 0.01, 0.01, 0.00, 0.00, 0.00, 0.00, 0.00], "spin_multiplicity": 5, "s_squared": 6.060, "lumo_ev": [0.36, -0.40], "orbital_gap_ev": [7.702, 6.940], "total_energy_ev": -80193.2058, "homo_ev": [-7.341, -7.344]}

Record 2
{"formula": "C21H36FN4O3SSi2", "method": "the ωB97M-V functional and the def2-TZVPD basis", "elements": ["C", "C", "O", "O", "C", "O", "C", "C", "C", "C", "C", "C", "N", "C", "C", "C", "F", "C", "C", "N", "S", "N", "C", "H", "H", "H", "H", "H", "H", "H", "H", "H", "H", "H", "H", "H", "H", "H", "H", "H", "H", "C", "Si", "C", "C", "N", "Si", "C", "C", "C", "H", "H", "H", "H", "H", "H", "H", "H", "H", "H", "H", "H", "H", "H", "H", "H", "H", "H"], "positions_angstrom": [[0.638, -5.338, 0.865], [0.146, -6.051, -0.512], [-0.598, -7.063, -0.351], [0.589, -5.564, -1.788], [-0.446, -4.858, -2.484], [-1.662, -5.007, -2.151], [-0.145, -3.797, -3.686], [-1.405, -2.773, -3.656], [-1.629, -1.757, -2.479], [-0.558, -1.694, -1.295], [0.889, -1.221, -1.919], [2.137, -2.088, -1.321], [2.703, -1.257, -0.178], [-2.930, -0.830, -2.527], [-3.330, 0.224, -1.380], [-3.447, -0.459, 0.102], [-2.579, 0.215, 1.054], [-3.886, -0.985, -3.734], [-3.686, -1.982, -4.925], [-4.535, -2.230, -6.075], [-3.676, -3.457, -6.926], [-2.279, -3.780, -5.998], [-2.399, -2.890, -4.865], [-0.221, -4.848, 1.437], [1.515, -4.640, 0.635], [1.037, -6.213, 1.511], [-0.094, -4.386, -4.676], [0.860, -3.268, -3.568], [-0.400, -2.758, -0.882], [-0.824, -0.986, -0.439], [0.856, -1.266, -3.078], [1.109, -0.127, -1.658], [1.807, -3.113, -0.903], [2.951, -2.286, -2.105], [1.864, -0.877, 0.300], [3.092, -0.424, -0.673], [-4.414, 0.561, -1.624], [-2.702, 1.180, -1.380], [-4.526, -0.456, 0.498], [-3.039, -1.529, 0.006], [-4.827, -0.337, -3.741], [0.250, 2.117, 0.199], [0.840, 2.634, 1.923], [2.225, 1.454, 2.380], [-0.604, 2.354, 3.091], [1.348, 4.283, 1.870], [1.948, 5.079, 3.281], [3.511, 4.285, 3.962], [0.674, 5.184, 4.660], [2.407, 6.860, 2.831], [-0.080, 1.072, 0.217], [-0.591, 2.736, -0.126], [1.058, 2.208, -0.533], [1.909, 0.421, 2.192], [2.499, 1.527, 3.435], [3.116, 1.651, 1.776], [-1.401, 3.079, 2.906], [-0.301, 2.426, 4.138], [-1.022, 1.351, 2.943], [3.304, 3.323, 4.437], [3.964, 4.932, 4.722], [4.248, 4.134, 3.168], [-0.278, 5.561, 4.282], [1.022, 5.866, 5.443], [0.505, 4.214, 5.131], [1.528, 7.402, 2.462], [3.181, 6.877, 2.060], [2.784, 7.384, 3.715]], "lowdin_charge": [0.01, -0.36, 0.06, 0.03, -0.30, 0.06, -0.02, -0.06, -0.04, -0.12, -0.17, -0.26, -0.03, -0.09, -0.12, -0.14, -0.12, 0.03, -0.28, -0.26, 0.89, -0.27, -0.23, 0.10, 0.07, 0.10, 0.13, 0.10, 0.11, 0.09, 0.10, 0.09, 0.08, 0.11, 0.04, 0.07, 0.11, 0.13, 0.12, 0.11, 0.10, -0.21, 0.20, -0.20, -0.20, -0.26, 0.20, -0.21, -0.21, -0.22, -0.02, 0.02, 0.01, 0.00, 0.00, 0.02, 0.02, 0.00, 0.00, 0.00, 0.01, 0.02, 0.02, 0.01, 0.00, 0.01, 0.01, 0.00], "lumo_ev": 0.17, "orbital_gap_ev": 3.530, "total_energy_ev": -63768.4513, "total_charge": -1, "homo_ev": -3.362}